Below is one molecule with the formula C8H22FNOP2, with properties calculated with ωB97M-V with the def2-TZVPD basis set.

Each line ends with the natural charge from an NBO analysis.
Element x y z (Å)
H -2.7298 2.5296 1.3703  0.2039
C -1.7990 1.0668 0.0341  -0.2409
P 0.8382 0.0596 -0.7559  1.1352
H -1.0768 -2.0224 0.0151  0.2180
H 0.7803 -4.4812 0.1192  0.2134
H 1.8223 0.9749 2.6209  0.2243
P 2.8120 0.4590 0.4789  0.6623
H 0.1521 -3.6303 1.5357  0.2008
H 1.8713 2.4543 1.6243  0.2188
H -0.4957 -2.8934 -1.3749  0.2234
H -1.0391 2.4118 -1.5281  0.1991
O 3.4379 1.6926 -0.4728  -0.9902
H -2.0906 1.1186 2.2031  0.2032
C 2.4090 1.5476 1.8972  -0.9596
H 0.1126 1.9032 0.5548  0.2407
C -0.3160 0.9132 0.3868  -0.7204
H 1.5268 -1.8377 0.5922  0.1820
H 3.6672 1.3628 -1.3543  0.4878
F 1.9121 -2.2837 -1.3357  -0.3804
H 1.5775 0.8243 -1.7286  -0.0823
C 1.0195 -1.7731 -0.3763  -0.0588
H -2.4934 2.9950 -0.7387  0.2099
C -0.0512 -3.8807 0.4921  -0.6068
H 3.3450 1.8279 2.3824  0.2392
C -0.2392 -2.6210 -0.3509  -0.4435
H -0.5262 0.4774 -2.6274  0.3662
H -3.5820 0.9870 1.2880  0.2149
H -2.5895 1.6896 -1.9189  0.2200
N -0.3628 -0.3352 -2.0401  -1.2123
H 0.0193 -1.0463 -2.6593  0.3715
H -0.9497 -4.4987 0.4682  0.2137
H -2.1738 0.1065 -0.3178  0.2234
H -0.2009 0.3587 1.3246  0.2350
C -1.9937 2.0943 -1.1002  -0.6108
C -2.5937 1.4490 1.2917  -0.6005

Force components x, y, z for each atom (eV/Å):
0.1 0.0 0.0
0.0 0.0 -0.1
-0.3 -0.2 -0.6
0.1 0.0 0.1
0.0 0.0 0.0
0.0 0.1 0.0
0.3 0.0 0.0
0.0 0.0 0.0
0.0 0.0 -0.1
0.0 0.1 0.0
0.0 0.0 0.0
-0.2 0.0 -0.3
0.0 -0.1 0.0
0.0 -0.2 0.2
0.0 0.0 0.1
0.0 0.0 0.0
0.1 0.0 -0.1
0.1 0.1 0.3
0.0 0.0 0.1
0.0 0.1 0.1
-0.2 0.0 0.2
0.0 0.0 0.0
0.0 0.0 0.0
0.0 0.0 0.0
0.1 -0.1 0.0
0.0 0.0 0.0
0.0 0.1 0.0
0.0 0.0 0.0
0.1 0.0 0.0
0.0 0.0 0.0
0.0 0.0 0.0
0.1 0.0 0.0
0.0 0.1 0.0
0.0 0.0 -0.1
0.0 0.0 0.1

Values from the calculation:
SMILES: CC[C@@H](F)[PH](N)(CC(C)C)P(C)O
Kohn-Sham gap: 7.9 eV
Relative energy (zero: lowest compared OMol25 entry of this formula, charge and spin): 0.0 kcal/mol
Molar mass: 229.216 u
DFT total energy: -1230.528965 a.u.
E_LUMO: 0.81 eV